{
  "formula": "C6H10O",
  "method": "wB97M-V/def2-TZVPD",
  "max_force_ev_per_a": 3.0,
  "relative_energy_kj_mol": 302.5,
  "e_tot_ha": -309.727168,
  "homo_lumo_gap_ev": 8.65,
  "lumo_energy_ev": 0.58,
  "symbols": ["C", "C", "C", "C", "C", "C", "O", "H", "H", "H", "H", "H", "H", "H", "H", "H", "H"],
  "coordinates": [[-1.800, -1.232, 0.565], [-0.588, -0.363, 0.390], [0.480, -0.247, 1.199], [1.482, 0.729, 0.728], [0.898, 1.266, -0.596], [-0.474, 0.550, -0.810], [-0.621, -0.134, -2.050], [-2.084, -1.694, -0.389], [-2.663, -0.638, 0.895], [-1.631, -2.021, 1.304], [0.619, -0.820, 2.108], [2.749, -0.039, 0.491], [2.507, 0.882, 1.130], [0.777, 2.353, -0.678], [1.590, 0.955, -1.371], [-1.301, 1.274, -0.829], [0.060, -0.821, -2.085]],
  "forces_ev_per_angstrom": [[0.030, 0.036, 0.058], [0.284, 0.124, 0.291], [0.125, -0.172, 0.059], [2.017, -1.928, -1.062], [0.505, -0.080, -0.168], [0.194, 0.249, 0.449], [0.319, -0.126, 0.033], [0.111, 0.079, 0.183], [0.129, -0.065, -0.053], [-0.016, 0.128, -0.102], [-0.051, -0.032, 0.005], [-2.437, -0.284, -0.959], [-1.380, 2.141, 1.362], [0.186, -0.244, 0.350], [-0.145, 0.179, -0.482], [0.237, -0.073, 0.064], [-0.108, 0.066, -0.028]],
  "mulliken_charge": [-1.26, 0.26, -0.36, -0.37, -0.52, 0.00, -0.56, 0.29, 0.26, 0.35, 0.40, 0.08, 0.21, 0.26, 0.24, 0.33, 0.37]
}